(1)
14
Properties=species:S:1:pos:R:3:forces:R:3 method="wB97M-V/def2-TZVPD" largest_force_ev_per_a=3.88 total_energy_ha=-382.273695 relative_energy_kcal_mol=74.9 homo_energy_ev=-14.8 charge=+1 orbital_gap_ev=11.3064
C 1.532940 -0.069313 0.545711 -1.97 1.78 2.09
C -2.032423 -0.296256 -0.295745 -0.40 -3.44 1.75
C 2.581531 -0.607779 -0.213011 2.81 -0.12 1.17
N -1.868652 0.835978 0.548811 1.45 0.87 1.90
N -1.689092 0.864869 -0.867073 -1.22 1.40 -2.21
N 0.691932 0.480198 1.122467 0.83 -0.88 -1.02
F -1.082991 -1.270271 0.021826 0.29 0.56 -0.54
H -2.911071 -0.939418 -0.395926 -0.41 1.16 -0.50
H 2.148571 -1.003815 -1.059891 -0.81 -0.95 -2.18
H 3.310755 0.176786 -0.473159 -0.43 -0.08 -0.01
H 3.182038 -1.408890 0.274456 -0.75 0.48 0.05
H -2.640293 1.416733 0.905557 0.06 -0.52 -0.67
H -0.803264 1.062302 -1.294133 0.70 -0.06 0.41
H -0.419975 0.758871 1.180115 -0.16 -0.21 -0.25



(2)
21
Properties=species:S:1:pos:R:3:forces:R:3 method="wB97M-V/def2-TZVPD" largest_force_ev_per_a=4.16 total_energy_ha=-912.861526 relative_energy_kcal_mol=15.7 smiles="CC[C@H]([C@H](N)O)S(=O)(=O)O" homo_energy_ev=-10.3 orbital_gap_ev=10.7686
C 1.079535 2.014802 1.371282 -0.28 0.50 0.50
C 1.136853 0.799039 0.419747 4.09 0.39 -0.65
C -0.170225 0.362999 -0.011588 -1.91 -3.14 -0.87
C -0.982704 -0.684904 0.747762 -1.24 0.31 3.49
N -0.398999 -1.987357 0.659414 -0.24 0.22 0.53
O -2.386211 -0.685374 0.440863 -0.50 0.51 -1.25
S -0.172514 -0.250402 -1.745097 1.94 0.89 -1.09
O -1.158745 -1.234519 -2.066202 -0.26 -0.46 0.20
O -0.131128 0.954044 -2.491250 -0.30 0.73 -0.66
O 1.308892 -0.889507 -1.964266 -0.46 1.02 1.33
H 1.935617 2.732643 1.140968 -1.51 -0.69 0.25
H 1.199537 1.732976 2.453765 -0.16 0.09 -1.06
H 0.025252 2.454294 1.274541 1.76 0.06 0.16
H 1.711706 -0.043423 0.903672 -0.50 0.79 -0.73
H 1.722253 1.110211 -0.581104 -1.06 -0.61 2.40
H -0.778903 1.196978 -0.150742 -1.24 1.43 -0.34
H -1.110152 -0.487793 1.884082 0.88 0.37 -1.73
H -0.474904 -2.129180 -0.313981 0.31 -1.29 -1.32
H -1.113194 -2.602422 1.046099 0.35 -0.14 0.16
H -2.636030 -0.693606 -0.520421 0.88 -0.17 1.14
H 1.394064 -1.669499 -2.497543 -0.55 -0.82 -0.47



(3)
46
Properties=species:S:1:pos:R:3:forces:R:3 method="wB97M-V/def2-TZVPD" largest_force_ev_per_a=2.91 multiplicity=8 total_energy_ha=-5582.632252 homo_energy_ev="-14.4 / -14.4" charge=+2 orbital_gap_ev="7.8619 / 4.5624"
C -5.348153 2.425734 0.274849 -0.09 -0.29 -0.27
C -4.045038 1.725835 -0.001152 -0.27 -2.87 0.38
H -6.134861 1.687058 0.436322 0.35 -0.28 -0.08
H -5.683431 3.034196 -0.559405 0.32 0.25 -0.23
H -5.333551 3.047370 1.159520 0.47 0.29 0.18
O -3.872437 0.515530 -0.043943 0.02 2.45 0.02
Cl -2.498309 2.663241 -0.203231 -0.71 0.70 0.20
Gd -0.677167 0.508476 -0.024523 1.74 0.88 0.15
P -0.506255 0.076693 -2.860175 -0.15 0.24 -1.45
C -0.535854 -1.448938 -3.841244 0.24 -0.55 0.66
C -2.112837 0.833601 -3.243570 -0.22 0.26 0.63
H -2.291065 0.923303 -4.321277 0.08 -0.04 0.23
H 0.414872 1.198737 -4.810273 0.03 -0.06 0.33
H -2.141999 1.826483 -2.764790 -0.11 -0.25 -0.43
H 0.715253 2.117560 -3.279033 0.07 -0.19 -0.21
H -1.354241 -2.080357 -3.464430 0.29 0.04 -0.27
H -2.887548 0.211278 -2.775930 -0.06 0.16 -0.27
C 0.686851 1.125504 -3.747513 0.35 0.00 0.50
H -0.668471 -1.248610 -4.913645 0.04 0.07 0.36
H 1.676301 0.657118 -3.636569 -0.22 0.33 -0.20
H 0.422868 -1.964032 -3.661320 -0.44 -0.01 -0.28
P 0.249165 0.271754 2.788570 0.50 0.17 1.79
C 0.522828 -1.162854 3.897916 -0.04 -0.56 -0.56
C 1.641895 1.350826 3.304998 0.07 0.12 -0.56
H -1.406362 1.981195 2.987193 -0.12 -0.07 0.37
H -1.039442 1.332853 4.626348 0.07 -0.10 -0.31
H -2.035455 0.376428 3.473426 0.05 0.28 0.18
C -1.189302 1.072434 3.570958 -0.40 0.07 -0.61
H 1.568114 2.300574 2.762833 0.15 -0.13 0.18
H 1.630320 1.532515 4.394456 -0.13 -0.21 -0.48
H 0.647248 -0.885720 4.959200 -0.07 0.17 -0.56
H 1.424903 -1.693669 3.552272 -0.33 0.06 0.27
H 2.581922 0.857934 3.019025 -0.18 0.27 0.17
H -0.336996 -1.838726 3.801866 0.27 0.01 0.13
Cl 0.752079 2.705889 -0.160260 -0.87 -1.38 0.03
Br 5.332720 -1.911846 2.282984 -0.59 0.15 -0.37
C 4.285856 -1.669392 0.701091 0.19 0.07 0.48
C 4.874712 -2.005380 -0.519912 -1.50 0.61 0.18
C 4.042765 -1.779364 -1.604024 -0.69 0.23 -0.70
C 2.747008 -1.231840 -1.451381 0.47 -0.23 -0.54
N 2.196395 -0.890752 -0.285066 0.46 -0.40 0.23
C 2.985557 -1.139245 0.778563 0.67 -0.19 -0.48
H 5.876202 -2.391946 -0.616970 0.04 -0.05 0.08
H 4.370695 -2.014741 -2.616470 -0.05 0.07 0.26
H 2.126975 -1.058777 -2.336930 0.37 -0.14 0.26
H 2.577010 -0.887241 1.727967 -0.09 0.06 0.61



(4)
148
Properties=species:S:1:pos:R:3:forces:R:3 method="wB97M-V/def2-TZVPD" largest_force_ev_per_a=3.52 total_energy_ha=-6689.365633 homo_energy_ev=3.7 charge=-6 orbital_gap_ev=4.0110
C 0.976661 1.132345 1.658334 0.24 0.48 0.22
C 0.524603 1.322578 0.256710 0.85 -0.90 -0.47
O -0.502732 1.744734 -0.139381 -0.68 0.59 -0.24
N 1.517946 0.802314 -0.768147 0.47 0.88 1.34
H 1.569450 1.459615 -1.552765 -0.64 -0.60 -0.17
H 2.476730 0.972932 -0.382829 0.35 -0.36 0.17
C 1.269763 -0.680902 -1.074133 0.71 2.42 -1.03
H 0.595850 0.194264 2.065482 0.00 -0.02 -0.11
H 0.585650 1.967251 2.239448 -0.11 -0.14 0.09
H 2.064425 1.144116 1.702772 0.07 -0.14 0.08
H 2.144998 -0.835593 -1.699410 0.07 -1.19 0.42
H 0.417476 -0.705151 -1.745375 -0.36 -0.32 0.42
H 1.199071 -1.124531 -0.089198 0.16 -0.72 -0.33
C -2.790848 -3.808245 0.808865 -0.86 -0.11 -0.17
C -1.404426 -3.361440 1.045045 0.32 0.17 -0.49
O -1.030701 -2.259803 1.143420 0.66 1.10 0.44
N -0.330506 -4.474300 1.013296 -0.37 -1.13 -1.21
H -0.925039 -5.248979 0.704452 0.57 -0.57 0.45
H 0.267592 -4.343528 0.181772 0.36 0.52 -0.03
C 0.472333 -4.709268 2.289328 -1.74 0.59 -0.67
H -2.919240 -4.197365 -0.205578 0.40 -0.38 0.08
H -3.464153 -2.951792 0.816470 0.25 0.19 0.36
H -3.127661 -4.520619 1.562128 0.01 -0.18 -0.02
H -0.368019 -4.908661 2.952345 0.56 0.29 0.90
H 1.004721 -3.770641 2.410907 0.12 -0.10 0.56
H 1.133642 -5.567749 2.277954 0.04 0.07 -0.67
C -2.008375 3.949474 -2.221622 -1.42 0.54 -0.80
C -1.727659 3.554894 -3.629615 -0.74 -2.55 0.53
O -2.215059 2.612002 -4.185801 0.94 1.86 -0.21
N -0.630409 4.316054 -4.401227 -0.21 -0.72 0.55
H -0.222210 4.989271 -3.748660 -0.25 0.34 -0.36
H 0.138155 3.629831 -4.479731 0.14 -0.30 -0.71
C -1.147494 4.867340 -5.701481 0.44 0.06 1.34
H -1.207850 3.733507 -1.515494 0.10 0.38 -0.12
H -2.899602 3.373266 -1.957546 0.62 -0.09 -0.19
H -2.485908 4.939028 -2.225779 0.96 0.44 0.26
H -1.373309 5.875049 -5.361123 -0.12 0.34 -1.16
H -2.044317 4.338319 -6.005836 -0.04 -0.16 0.28
H -0.397687 4.734662 -6.472558 0.15 0.47 0.05
C -4.586605 1.017725 -2.660236 -2.78 1.33 -1.71
O -5.134603 -0.289047 -2.967871 0.85 -0.62 0.03
O -5.565096 1.904240 -2.933833 1.26 0.20 0.80
C -4.172860 1.023263 -1.155250 -1.88 -1.27 -0.39
F -3.672263 -0.200729 -0.758394 0.89 1.05 -0.11
F -3.290946 2.031819 -0.939407 -0.48 -1.38 1.14
F -5.257636 1.155947 -0.340400 1.16 0.61 -0.65
C -4.233673 -1.183328 -3.595134 -1.54 -0.74 0.28
C -5.009204 -2.505314 -3.597019 0.49 -0.12 0.36
H -4.381054 -3.331328 -3.938997 -0.05 -0.06 -0.03
H -5.327127 -2.685128 -2.569125 0.03 -0.20 0.02
H -5.917933 -2.447963 -4.198295 0.07 0.15 -0.14
H -3.305032 -1.293672 -3.032527 0.17 0.05 -0.21
H -4.065705 -0.941637 -4.652591 0.42 0.50 0.10
H -3.776327 1.181231 -3.389289 0.81 -0.40 0.86
C -5.344388 1.944162 3.091321 -0.76 1.85 -1.62
O -6.125887 0.765844 2.759776 0.11 -1.24 0.81
O -6.177562 2.930986 3.369987 0.92 -0.55 0.64
C -4.227777 1.670336 4.130349 -1.92 -0.59 1.20
F -3.234409 0.874871 3.676410 0.32 0.40 0.17
F -3.695111 2.783998 4.654744 0.45 -0.05 -0.48
F -4.779610 1.022202 5.217915 0.49 -0.18 -0.02
C -5.509065 -0.503511 2.622591 -0.86 -0.26 -0.49
C -6.617561 -1.581330 2.578778 1.00 0.62 1.20
H -7.266288 -1.341013 1.740570 -0.22 -0.44 0.06
H -6.156250 -2.569742 2.594425 0.00 -0.06 -0.91
H -7.114025 -1.614476 3.552313 -0.54 0.50 -0.25
H -4.814767 -0.726060 3.430895 0.06 -0.05 0.05
H -5.001469 -0.590282 1.655864 0.45 0.26 0.03
H -4.757399 2.127588 2.168129 0.37 0.04 -0.29
C 4.975765 2.875464 0.234612 -1.52 -1.97 -2.13
O 6.360941 2.526755 0.046993 0.84 0.63 1.28
O 4.284345 1.771584 -0.043335 -0.59 0.88 1.23
C 4.729981 3.579160 1.619350 0.72 -1.65 -1.54
F 5.465839 3.008549 2.604307 0.23 0.93 -0.01
F 5.084337 4.880010 1.399415 -0.23 0.05 1.40
F 3.470065 3.497219 2.048481 -0.12 0.68 -0.16
C 7.346954 3.527631 -0.005439 -0.20 0.05 -1.26
C 8.634143 2.736761 -0.103856 1.24 0.11 0.64
H 9.517293 3.225600 -0.538661 -0.30 0.55 0.03
H 8.910768 2.517201 0.932167 0.14 -0.40 -0.12
H 8.577043 1.798663 -0.651853 -0.64 0.00 0.06
H 7.398515 4.267744 0.803508 -0.18 -0.50 0.54
H 7.188095 4.195158 -0.871018 -0.05 -0.26 -0.34
H 4.792109 3.627116 -0.562626 -0.06 0.78 0.34
C 0.883351 8.817554 3.144603 1.36 -0.20 1.93
O 1.458101 8.098163 2.048384 -0.86 0.24 -1.44
O 1.718289 8.880990 4.161840 -0.51 0.73 -0.21
C 0.448422 10.237289 2.568506 0.22 -0.93 -1.27
F 0.179448 11.136307 3.548051 -0.04 -0.32 -0.78
F 1.350636 10.816019 1.702592 -0.31 -0.03 0.97
F -0.685933 10.110209 1.767965 0.34 0.43 0.89
C 1.294033 6.694444 2.022037 0.49 0.33 0.43
C 1.709083 6.158624 0.664684 1.00 -0.11 0.75
H 1.137956 6.571414 -0.166303 -0.44 -0.48 0.08
H 2.756013 6.386024 0.435105 -0.04 0.30 0.26
H 1.742186 5.077666 0.824031 -0.56 -0.14 -0.83
H 0.290835 6.329576 2.278426 -0.31 0.52 -0.20
H 1.919436 6.256627 2.809793 0.22 -0.05 -0.13
H -0.064830 8.324299 3.434467 -0.52 -0.01 -0.42
C 6.332843 -6.209400 -3.562159 -1.06 -1.87 0.67
O 5.313898 -5.255796 -3.885169 0.55 0.73 0.00
O 6.020040 -7.437337 -3.968333 0.86 0.99 -1.08
C 7.761327 -5.642508 -3.982488 -0.68 -1.13 0.34
F 7.893272 -5.176265 -5.261412 0.16 -0.19 0.78
F 8.208173 -4.658135 -3.136423 0.08 -0.43 -0.75
F 8.640472 -6.697966 -3.838874 0.18 1.03 -0.32
C 5.327256 -4.005378 -3.181127 -1.19 -0.16 0.24
C 3.940935 -3.421096 -3.339165 -1.32 0.41 0.28
H 3.744228 -3.088221 -4.359706 -0.15 -0.14 0.02
H 3.134959 -4.076967 -2.999288 0.50 -0.86 -0.74
H 3.611347 -2.633083 -2.651204 1.23 0.66 -0.13
H 6.067921 -3.308327 -3.584613 0.20 -0.11 0.11
H 5.442115 -4.120684 -2.097057 0.64 -0.33 -0.09
H 6.385592 -6.323085 -2.462933 0.47 1.16 0.53
C -5.142553 -5.381147 5.307282 0.38 -2.30 1.83
O -3.923517 -4.663219 5.109296 -0.06 1.16 -1.17
O -5.469371 -5.499559 6.589883 -0.70 0.55 -0.90
C -6.312639 -5.035873 4.347252 1.34 0.35 0.20
F -5.896113 -4.956279 3.038754 -0.15 0.48 0.34
F -7.213536 -6.048665 4.303463 -0.34 0.48 0.45
F -6.898688 -3.877689 4.697948 -0.73 -0.55 -0.56
C -4.051131 -3.235252 5.268451 -0.06 -1.20 0.34
C -2.708320 -2.614323 4.967331 0.20 0.80 -0.99
H -2.624580 -2.327765 3.914993 -0.31 0.01 -0.18
H -2.557236 -1.663908 5.481452 0.06 -0.16 0.26
H -1.843641 -3.266806 5.076129 -0.18 -0.26 0.72
H -4.396925 -3.058501 6.289811 0.12 0.19 0.05
H -4.842689 -2.903428 4.594767 0.26 0.45 -0.03
H -4.851833 -6.359222 4.865700 0.18 -0.38 -0.25
P 3.794059 -2.862202 1.182187 -0.06 2.33 1.31
F 4.805605 -1.781890 1.892426 0.40 -1.01 -0.25
F 4.992885 -3.819613 0.714035 -0.39 0.01 0.30
F 3.639067 -3.635196 2.607325 0.38 -1.34 -0.39
F 2.669482 -3.770561 0.414321 0.02 -0.43 0.97
F 2.588711 -1.899878 1.859698 -0.66 -0.12 -1.36
F 3.868538 -1.999191 -0.144732 -0.02 0.34 -0.34
P -0.055715 -4.502351 -3.048421 0.64 -0.57 -3.35
F -0.335823 -6.090468 -2.857665 -0.10 -0.06 0.29
F 1.229937 -4.868412 -3.987907 0.01 -0.21 0.84
F -0.902997 -4.498560 -4.455061 -0.97 -0.44 0.58
F 0.224071 -2.954490 -3.354696 -0.20 0.41 1.33
F -1.416962 -4.225901 -2.180984 0.56 0.47 0.19
F 0.880708 -4.493100 -1.730474 -0.44 0.25 0.50
B 1.450912 1.935908 -3.725659 2.00 -2.46 -0.24
F 2.747938 1.472927 -3.425216 -0.18 0.98 0.45
F 1.539564 2.640237 -4.948660 -0.86 0.85 -0.24
F 0.737160 0.742759 -3.880059 -0.98 1.11 0.16
F 0.959808 2.812112 -2.710382 -0.24 -0.07 -0.59